Computed, not measured: C54H57N5O3Sc as an isolated structure, with wB97M-V/def2-TZVPD.

Element x y z (Å)
Sc -0.23 -0.22 0.54
C 0.17 0.31 7.77
C 1.39 0.27 6.87
C 2.30 -0.90 7.29
C 2.16 1.59 7.01
C 1.01 0.07 5.40
C -0.30 -0.11 4.98
C -0.56 -0.29 3.64
N 0.40 -0.32 2.71
C 1.68 -0.14 3.09
C 2.00 0.05 4.42
C 2.68 -0.23 2.00
C 4.00 -0.21 2.17
C 4.95 -0.59 1.08
C 4.45 -0.25 -0.35
C 2.92 -0.19 -0.51
N 2.12 -0.51 0.72
C 6.40 -0.12 1.37
C 6.96 -0.86 2.59
C 6.38 1.39 1.65
C 7.33 -0.37 0.18
H 0.49 0.46 8.80
H -0.39 -0.63 7.75
H -0.51 1.12 7.51
H 2.56 -0.80 8.35
H 3.23 -0.92 6.72
H 1.80 -1.86 7.16
H 2.42 1.75 8.06
H 1.55 2.43 6.69
H 3.09 1.59 6.44
H -1.13 -0.10 5.67
H -1.58 -0.41 3.28
H 3.04 0.18 4.71
H 4.39 0.01 3.15
H 4.99 0.51 -0.90
H 2.50 0.64 -1.07
H 6.28 -0.86 3.44
H 7.89 -0.40 2.91
H 7.18 -1.90 2.35
H 5.92 1.62 2.61
H 5.83 1.93 0.88
H 7.39 1.78 1.67
H 7.31 -1.40 -0.17
H 8.36 -0.16 0.49
H 7.11 0.29 -0.66
C 2.41 -5.90 -2.58
C 1.39 -6.50 -1.65
C 1.16 -7.87 -1.63
C 0.22 -8.43 -0.78
C -0.49 -7.62 0.09
C -0.26 -6.25 0.10
C 0.66 -5.70 -0.78
N 0.94 -4.30 -0.79
C 0.12 -3.27 -0.44
N -1.20 -3.44 -0.63
C -2.30 -2.60 -0.25
C -2.11 -1.29 0.19
C -3.28 -0.58 0.50
C -4.55 -1.13 0.37
C -4.67 -2.43 -0.09
C -3.56 -3.19 -0.41
C -3.73 -4.60 -0.93
N 0.62 -2.13 -0.01
C 2.02 -1.99 0.30
C 2.89 -1.67 -0.95
C 4.42 -1.75 -0.74
C 4.86 -2.15 0.69
C 3.91 -3.00 1.46
C 2.58 -2.95 1.32
C 1.66 -3.73 2.22
H 2.78 -6.65 -3.28
H 3.28 -5.51 -2.04
H 1.99 -5.07 -3.16
H 1.72 -8.50 -2.30
H 0.06 -9.50 -0.79
H -1.21 -8.05 0.78
H -0.79 -5.63 0.81
H 1.91 -4.07 -0.85
H -1.44 -4.32 -1.06
H -3.20 0.45 0.85
H -5.43 -0.56 0.62
H -5.66 -2.87 -0.20
H -4.79 -4.86 -0.97
H -3.25 -5.34 -0.29
H -3.33 -4.72 -1.94
H 2.48 -1.99 -1.90
H 5.00 -2.16 -1.56
H 5.85 -2.59 0.70
H 4.32 -3.63 2.23
H 2.03 -3.71 3.25
H 1.59 -4.78 1.92
H 0.65 -3.32 2.23
O 2.14 2.99 0.03
C 0.81 3.44 0.32
C 0.00 2.13 0.25
O -0.75 1.77 1.19
O 0.18 1.35 -0.74
C 0.73 4.01 1.73
C -0.25 4.92 2.09
C -0.33 5.39 3.39
C 0.57 4.96 4.34
C 1.56 4.06 3.99
C 1.64 3.58 2.69
C 0.29 4.39 -0.76
C 1.14 5.33 -1.32
C 0.67 6.23 -2.27
C -0.66 6.20 -2.65
C -1.52 5.26 -2.09
C -1.04 4.36 -1.15
H 2.73 3.75 0.15
H -0.96 5.28 1.35
H -1.11 6.10 3.65
H 0.52 5.34 5.36
H 2.29 3.72 4.72
H 2.41 2.87 2.42
H 2.19 5.38 -1.04
H 1.34 6.95 -2.70
H -1.03 6.90 -3.39
H -2.56 5.22 -2.39
H -1.73 3.64 -0.73

Its spin multiplicity is 1. Its net charge is +1. Its LUMO energy is -2.30 eV. The highest occupied orbital energy is -10.363 eV.

***

Computed, not measured: C54H59BN9O2P2S3Se2Ti as an isolated structure in a non-equilibrium geometry, with wB97M-V/def2-TZVPD.

Element x y z (Å)
Ti 0.81 -0.24 0.45
C 0.01 3.66 -2.37
C 1.28 3.63 -3.19
C 0.95 4.07 -4.62
C 2.26 4.61 -2.53
N 1.96 2.30 -3.27
C 3.20 2.26 -3.90
C 3.72 1.04 -3.68
N 2.82 0.30 -2.93
B 3.43 -1.03 -2.36
N 4.38 -0.62 -1.18
C 5.65 -1.14 -1.12
C 6.25 -0.69 -0.01
N 5.35 0.14 0.64
C 4.20 0.18 -0.09
S 2.86 1.23 0.21
C 5.64 0.81 1.94
C 7.04 0.41 2.40
C 5.62 2.33 1.77
C 4.63 0.35 2.99
N 2.39 -2.15 -2.08
C 1.25 -2.26 -2.87
C 0.67 -3.44 -2.64
N 1.47 -4.12 -1.73
C 2.58 -3.36 -1.46
S 3.95 -3.88 -0.63
C 1.15 -5.49 -1.23
C -0.28 -5.83 -1.65
C 2.10 -6.51 -1.86
C 1.21 -5.53 0.31
C 1.73 1.08 -2.67
S 0.27 0.55 -1.94
H -0.34 4.70 -2.33
H 0.19 3.33 -1.35
H -0.77 3.04 -2.80
H 0.50 5.06 -4.60
H 0.24 3.37 -5.07
H 1.84 4.11 -5.26
H 1.80 5.60 -2.47
H 3.20 4.70 -3.09
H 2.49 4.26 -1.52
H 3.61 3.08 -4.44
H 4.66 0.63 -4.00
H 4.16 -1.44 -3.24
H 6.01 -1.82 -1.88
H 7.23 -0.91 0.37
H 7.81 0.69 1.68
H 7.10 -0.66 2.61
H 7.25 0.95 3.33
H 6.39 2.65 1.06
H 5.82 2.81 2.74
H 4.66 2.67 1.41
H 4.59 -0.74 3.02
H 3.63 0.73 2.77
H 4.93 0.72 3.97
H 0.92 -1.46 -3.51
H -0.26 -3.82 -3.02
H -0.41 -5.84 -2.73
H -1.00 -5.13 -1.21
H -0.51 -6.83 -1.28
H 1.96 -6.54 -2.95
H 1.89 -7.51 -1.46
H 3.13 -6.25 -1.65
H 0.81 -4.60 0.72
H 2.23 -5.63 0.65
H 0.61 -6.36 0.68
Se -5.83 1.24 1.44
P -4.40 2.53 0.60
C -4.60 2.71 -1.20
C -3.63 3.41 -1.92
C -3.76 3.55 -3.29
C -4.85 3.01 -3.95
C -5.82 2.33 -3.23
C -5.70 2.17 -1.86
C -4.54 4.23 1.26
C -5.72 4.57 1.90
C -5.92 5.87 2.36
C -4.95 6.83 2.17
C -3.76 6.49 1.53
C -3.55 5.20 1.07
C -2.69 1.99 0.79
C -2.11 0.71 0.78
N -0.77 0.92 0.84
N -0.54 2.22 0.89
N -1.67 2.88 0.85
P -2.65 -1.00 0.87
Se -0.92 -2.23 0.38
C -3.87 -1.26 -0.43
C -4.91 -2.19 -0.37
C -5.64 -2.48 -1.50
C -5.34 -1.86 -2.71
C -4.29 -0.96 -2.78
C -3.55 -0.66 -1.65
C -3.19 -1.21 2.59
C -4.45 -1.58 3.01
C -4.74 -1.63 4.37
C -3.77 -1.29 5.30
C -2.50 -0.92 4.88
C -2.20 -0.88 3.52
H -2.77 3.81 -1.40
H -2.99 4.09 -3.85
H -4.95 3.12 -5.02
H -6.67 1.90 -3.75
H -6.43 1.62 -1.29
H -6.48 3.81 2.05
H -6.85 6.12 2.87
H -5.10 7.84 2.53
H -2.99 7.24 1.39
H -2.61 4.94 0.62
H -5.14 -2.69 0.56
H -6.46 -3.19 -1.45
H -5.91 -2.10 -3.60
H -4.04 -0.48 -3.72
H -2.71 0.02 -1.71
H -5.23 -1.81 2.30
H -5.73 -1.90 4.70
H -4.00 -1.30 6.36
H -1.74 -0.64 5.60
H -1.21 -0.60 3.19
O 1.01 -0.40 2.40
C 1.69 -1.45 2.18
O 2.02 -1.64 0.96
C 2.00 -2.43 3.22
C 1.37 -2.37 4.47
C 1.62 -3.35 5.42
C 2.50 -4.39 5.14
C 3.14 -4.44 3.91
C 2.89 -3.48 2.95
H 0.69 -1.55 4.66
H 1.10 -3.31 6.37
H 2.70 -5.15 5.89
H 3.83 -5.25 3.69
H 3.35 -3.52 1.96

Its spin multiplicity is 3. Its net charge is -1. Its LUMO energy (spin up / spin down) is 2.23 / 2.23 eV. The highest occupied orbital energy (spin up / spin down) is -2.269 / -4.387 eV. Its expectation value of S² is 2.01.